Entry 1:
Molecular formula: C29H50AuCl3N2OSSbSe2Si3
Method: DFT, ωB97M-V/def2-TZVPD

Geometry (Å):
1 Au 4.3957 1.8853 0.0834
2 C 3.7650 0.8541 3.9942
3 Se 3.8639 -0.2448 2.3890
4 C 5.7749 -0.6291 2.4578
5 C 6.7180 0.5298 2.1997
6 Se 6.7217 1.3025 0.4046
7 C 7.0358 -0.3177 -0.6199
8 H 4.1905 0.3086 4.8324
9 H 2.7125 1.0447 4.1924
10 H 4.2799 1.7998 3.8492
11 H 5.9449 -1.4512 1.7645
12 H 5.9643 -1.0138 3.4605
13 H 7.7480 0.2117 2.3672
14 H 6.5265 1.3710 2.8652
15 H 7.9819 -0.7396 -0.2889
16 H 7.1181 -0.0171 -1.6608
17 H 6.2252 -1.0280 -0.4961
18 C -1.9900 -5.1309 -2.1646
19 Si -0.1610 -5.5006 -2.0124
20 C 0.2999 -6.6152 -0.6195
21 C 0.7344 -5.7109 -3.6095
22 Sb 0.1585 -2.9732 -1.2198
23 Si -0.3359 -2.2444 1.3073
24 C -2.1530 -2.6527 1.2324
25 C 0.6920 -3.3270 2.3922
26 C 0.0658 -0.4393 1.3474
27 Si -0.2186 -1.0423 -3.0594
28 C 0.8051 0.3636 -2.4176
29 C -2.0622 -0.8975 -2.8343
30 C 0.3286 -1.7621 -4.6714
31 H -2.4258 -6.0222 -2.6361
32 H -2.2370 -4.2969 -2.8260
33 H -2.4983 -5.0058 -1.2068
34 H 0.0580 -7.6401 -0.9214
35 H -0.2635 -6.4024 0.2898
36 H 1.3674 -6.5908 -0.3989
37 H 0.5517 -6.7342 -3.9553
38 H 1.8139 -5.5979 -3.5071
39 H 0.3718 -5.0329 -4.3824
40 H -2.3405 -3.7276 1.2290
41 H -2.6900 -2.1866 0.4025
42 H -2.6004 -2.2522 2.1504
43 H 0.5824 -4.3866 2.1599
44 H 0.3542 -3.1824 3.4240
45 H 1.7481 -3.0540 2.3557
46 H -0.5633 0.1399 0.6691
47 H 1.1176 -0.2529 1.1159
48 H -0.1266 -0.0701 2.3601
49 H 0.5932 0.6145 -1.3771
50 H 0.5754 1.2501 -3.0185
51 H 1.8756 0.1724 -2.5172
52 H -2.3927 -0.8150 -1.7955
53 H -2.6025 -1.7110 -3.3210
54 H -2.3732 0.0310 -3.3263
55 H 1.3032 -2.2483 -4.6123
56 H 0.4199 -0.9494 -5.3991
57 H -0.3991 -2.4730 -5.0651
58 Cl -6.2991 4.9992 3.9422
59 C -4.9626 4.5368 2.9619
60 C -4.9138 4.9235 1.6297
61 C -3.8410 4.5322 0.8478
62 C -2.8116 3.7560 1.3701
63 C -1.6400 3.3479 0.5076
64 C -0.5147 4.3678 0.6255
65 N 0.7000 3.8788 -0.0253
66 C 1.0850 4.1175 -1.3219
67 C 2.2574 3.4536 -1.5037
68 N 2.5800 2.8005 -0.3313
69 C 1.6190 3.0818 0.5346
70 O -1.9447 3.2556 -0.8691
71 C -2.4295 1.9824 -1.2681
72 C -3.7248 1.5511 -0.6590
73 C -4.9483 1.9464 -1.1218
74 Cl -5.2359 2.9451 -2.4803
75 S -6.2409 1.3729 -0.1638
76 C -5.1574 0.5745 0.8897
77 C -3.8614 0.7489 0.5112
78 C -2.8877 3.4047 2.7106
79 Cl -1.6090 2.4470 3.4365
80 C -3.9448 3.7773 3.5193
81 H -5.7110 5.5242 1.2146
82 H -3.8057 4.8177 -0.1962
83 H -1.2550 2.3789 0.8540
84 H -0.3006 4.5822 1.6712
85 H -0.8122 5.2966 0.1411
86 H 0.5072 4.7440 -1.9784
87 H 2.8959 3.4220 -2.3684
88 H 1.5802 2.7606 1.5631
89 H -1.6575 1.2377 -1.0234
90 H -2.5232 2.0491 -2.3538
91 H -5.5385 0.0322 1.7405
92 H -3.0248 0.3563 1.0786
93 H -3.9789 3.4876 4.5596

Atomic forces in eV per Å
Au 0.14 0.04 0.02
C -0.02 -0.01 -0.01
Se 0.02 0.04 0.04
C -0.03 -0.03 0.01
C 0.02 0.01 0.01
Se -0.04 0.01 0.03
C 0.01 0.01 0.00
H 0.00 -0.01 -0.01
H 0.00 0.00 0.00
H 0.00 -0.01 -0.01
H 0.00 0.00 0.00
H 0.02 -0.02 -0.01
H 0.00 -0.01 0.01
H 0.01 0.01 -0.02
H 0.00 0.00 0.00
H 0.00 0.00 0.00
H 0.00 0.00 0.00
C 0.00 0.03 0.02
Si 0.03 -0.03 0.02
C -0.01 -0.01 -0.01
C -0.02 0.01 0.00
Sb -0.05 -0.08 -0.08
Si -0.07 -0.04 0.01
C 0.02 0.00 0.01
C 0.01 0.01 -0.02
C 0.02 0.01 -0.02
Si -0.03 -0.03 0.02
C 0.01 -0.03 0.03
C 0.01 -0.02 0.00
C -0.01 0.01 0.01
H -0.01 0.00 0.01
H 0.00 -0.01 -0.02
H 0.00 0.00 0.00
H 0.00 0.00 0.01
H 0.01 0.01 0.00
H 0.00 0.00 -0.01
H -0.01 0.01 0.00
H 0.00 -0.01 0.01
H 0.01 0.01 0.00
H 0.01 0.00 0.00
H 0.01 0.02 0.02
H 0.00 -0.01 0.00
H -0.01 0.00 0.01
H 0.00 0.01 -0.01
H -0.01 0.00 0.00
H -0.01 -0.03 0.00
H -0.02 0.02 0.02
H 0.00 0.01 0.02
H -0.01 0.01 -0.02
H 0.00 -0.01 0.00
H -0.02 -0.01 -0.02
H 0.00 0.00 -0.04
H 0.02 -0.02 0.01
H 0.00 -0.05 -0.04
H 0.01 0.03 0.00
H -0.02 -0.01 0.00
H 0.01 -0.01 0.00
Cl 0.00 0.00 0.00
C -0.01 0.00 0.01
C 0.00 -0.01 -0.01
C -0.01 -0.01 -0.01
C -0.01 0.02 -0.06
C 0.03 0.02 0.01
C -0.02 -0.04 -0.01
N 0.02 0.05 -0.02
C 0.03 -0.01 0.03
C -0.05 0.02 0.03
N -0.07 0.00 -0.07
C 0.01 0.04 0.04
O -0.12 0.03 0.04
C 0.11 0.03 -0.07
C -0.03 0.10 0.01
C 0.01 -0.02 -0.02
Cl 0.01 -0.01 0.01
S 0.00 0.00 0.01
C 0.00 -0.01 -0.02
C -0.01 -0.02 0.06
C 0.01 -0.01 0.02
Cl 0.02 -0.03 -0.01
C 0.00 0.00 -0.01
H 0.00 0.00 0.00
H 0.00 0.00 0.00
H -0.02 0.00 0.03
H 0.04 -0.03 0.00
H 0.00 0.01 0.00
H 0.00 0.00 0.00
H 0.00 0.00 0.00
H -0.01 -0.01 0.00
H 0.02 -0.04 -0.04
H 0.01 0.03 0.06
H 0.00 0.01 0.00
H 0.01 0.05 -0.01
H 0.00 0.00 0.00

## Properties
Charge: +3
Total energy in eV: -248847.553
Kohn-Sham gap in Ha: 0.1112
Relative energy (zero: lowest compared OMol25 entry of this formula, charge and spin) in eV: 0.912



Entry 2:
Molecular formula: C29H50B2Cl3F13N6O8PS2
Method: DFT, ωB97M-V/def2-TZVPD

Geometry (Å):
1 C -1.2459 4.0213 1.4748
2 C -0.6667 2.9987 1.2024
3 C 0.0297 1.6333 0.8086
4 S 1.6460 2.3529 0.1915
5 O 2.5328 1.3918 -0.4443
6 O 1.2466 3.4635 -0.6754
7 C 2.6363 3.2034 1.5577
8 F 3.7238 2.3445 1.7955
9 F 1.9585 3.2539 2.7705
10 C 3.2849 4.5770 1.1172
11 F 3.9508 4.3177 -0.0835
12 F 2.3557 5.6000 0.9647
13 C 4.4033 5.1459 2.0934
14 F 5.5962 4.4357 2.0330
15 F 4.7293 6.4099 1.5858
16 C 3.9690 5.3808 3.5965
17 F 4.7852 6.3935 4.0918
18 F 2.6819 5.8108 3.7697
19 F 4.2166 4.2869 4.4082
20 N -0.0083 0.9928 2.1696
21 Cl 1.5094 0.1268 2.3584
22 C -1.2071 0.1442 2.1753
23 N -1.6068 -0.5846 3.1836
24 B -0.9222 -0.5989 4.5520
25 O -1.0669 0.4206 5.4944
26 O -0.1666 -1.7550 4.8082
27 P -3.0255 -1.6954 3.0853
28 O -3.3851 -2.1055 4.6620
29 Cl -2.4133 -3.4509 2.0541
30 N -1.8095 0.2689 0.8814
31 B -3.2300 0.7447 0.7864
32 O -3.6066 1.8550 1.6206
33 N -4.2652 0.1903 -0.0915
34 C -5.5674 0.8884 0.0872
35 C -4.4586 -1.2720 0.1114
36 C -0.8000 0.6766 -0.1747
37 C -0.2294 -0.8128 -0.4247
38 C 0.7176 -1.0591 -1.6542
39 C 1.5934 -2.3722 -1.3371
40 C 2.7618 -2.0994 -0.3087
41 S 4.2590 -3.1133 -0.7594
42 O 5.1922 -2.2182 -1.4450
43 O 3.9205 -4.1966 -1.6958
44 Cl 5.0495 -4.0282 0.9205
45 C -1.2652 1.2954 -1.5318
46 F -1.9390 2.5298 -1.4348
47 F -0.1847 1.6623 -2.3590
48 C -2.1636 0.3510 -2.4830
49 F -1.5510 0.1149 -3.7149
50 F -3.3221 1.0873 -2.8091
51 H -1.4262 5.1176 1.6135
52 H -1.9994 0.7276 5.4799
53 H 0.5724 -1.5456 5.4153
54 H -4.1396 -2.7313 4.6799
55 H -3.5226 2.6335 1.0218
56 H -5.5438 1.9593 -0.2605
57 H -6.3704 0.3754 -0.5293
58 H -5.9380 0.8930 1.1543
59 H -5.0076 -1.7135 -0.7750
60 H -4.9753 -1.5220 1.0790
61 H -3.4251 -1.7395 0.1501
62 H 0.2514 -1.2767 0.4792
63 H -1.1658 -1.4365 -0.5955
64 H 0.0749 -1.3696 -2.5381
65 H 1.3726 -0.2159 -1.9891
66 H 1.9176 -2.8019 -2.3217
67 H 0.8616 -3.0914 -0.8489
68 H 2.4555 -2.4717 0.7154
69 H 3.0762 -1.0256 -0.2091
70 H -2.5397 -0.5828 -1.9928
71 C -8.5637 8.2278 -1.7800
72 C -7.9059 7.1270 -0.9574
73 N -7.6052 5.9208 -1.7177
74 C -7.2254 4.7942 -0.8778
75 C -5.9295 4.9117 -0.0695
76 C -6.7970 6.1023 -2.9180
77 C -5.4131 6.7337 -2.7549
78 H -9.4776 7.8685 -2.2584
79 H -8.8313 9.0635 -1.1300
80 H -7.8957 8.6179 -2.5504
81 H -8.6039 6.8682 -0.1540
82 H -7.0100 7.5385 -0.4714
83 H -7.1793 3.8881 -1.4915
84 H -8.0453 4.6104 -0.1738
85 H -5.0502 4.7822 -0.7031
86 H -5.8965 4.1184 0.6848
87 H -5.8495 5.8637 0.4553
88 H -7.3673 6.7133 -3.6246
89 H -6.6884 5.1401 -3.4276
90 H -5.4185 7.5915 -2.0798
91 H -5.0541 7.0886 -3.7252
92 H -4.6800 6.0117 -2.3937
93 C 6.9942 -5.9949 -1.2368
94 C 7.6685 -7.2418 -0.6781
95 N 6.7595 -8.3607 -0.4704
96 C 7.3529 -9.4470 0.3016
97 C 8.5369 -10.1965 -0.3146
98 C 5.9771 -8.7753 -1.6286
99 C 6.7379 -9.2061 -2.8837
100 H 6.1694 -5.6741 -0.5967
101 H 7.7166 -5.1768 -1.2895
102 H 6.6112 -6.1538 -2.2466
103 H 8.1061 -6.9639 0.2871
104 H 8.5076 -7.5120 -1.3340
105 H 6.5731 -10.1699 0.5618
106 H 7.6798 -9.0336 1.2630
107 H 8.2129 -10.8827 -1.0970
108 H 9.0250 -10.8017 0.4539
109 H 9.2888 -9.5225 -0.7254
110 H 5.3094 -7.9515 -1.9028
111 H 5.2971 -9.5805 -1.3338
112 H 7.5743 -8.5448 -3.1169
113 H 6.0642 -9.1911 -3.7457
114 H 7.1146 -10.2252 -2.7972

Atomic forces in eV per Å
C 1.04 1.31 -0.12
C -0.17 -1.68 -1.33
C -1.85 3.14 1.48
S 1.47 1.48 -4.31
O -1.31 0.27 1.68
O -0.02 -1.64 1.85
C 1.33 -1.58 2.54
F -1.62 1.44 -0.49
F 0.65 0.38 -2.05
C 0.32 0.81 -1.32
F -1.39 0.50 1.82
F 1.34 -2.09 0.15
C 1.62 1.18 -0.56
F -2.42 0.67 0.35
F -0.94 -1.95 0.65
C 1.21 1.13 2.51
F -1.33 -1.70 -0.90
F 1.73 -1.03 -0.65
F -0.82 1.47 -1.76
N -0.17 -2.35 -0.82
Cl -0.38 -0.23 0.79
C 0.70 1.73 -4.01
N 0.33 -0.60 1.37
B 1.72 -0.55 1.98
O -0.96 -1.46 -1.69
O -0.38 2.36 -0.73
P -2.45 -0.43 -1.03
O 1.57 0.41 -1.50
Cl 0.38 0.92 1.13
N -0.38 0.17 2.66
B -2.94 1.07 0.13
O 1.21 -0.83 -1.87
N 0.55 -0.03 2.75
C -1.38 0.39 -0.60
C 0.85 -0.79 -1.18
C 1.24 -1.54 1.72
C 0.48 0.07 -1.37
C 0.28 -1.41 -0.40
C -0.95 0.62 -0.03
C -0.47 -0.67 1.07
S 0.97 -0.27 -5.14
O -0.76 -0.28 2.49
O -0.62 0.87 2.57
Cl -0.64 0.95 -0.21
C -0.25 2.17 -2.81
F 0.67 -2.13 1.03
F -0.90 -1.12 2.13
C -1.79 0.80 -1.31
F -0.62 0.10 2.41
F 1.70 -1.08 0.58
H -0.19 -1.79 -0.03
H 0.84 0.38 0.10
H -0.69 -0.42 0.04
H 0.39 0.32 -0.04
H -0.20 -0.16 0.91
H 0.22 -1.15 0.31
H 1.10 0.49 0.58
H 0.59 -0.11 -1.00
H 0.50 0.44 1.11
H 0.27 0.36 -1.03
H -1.28 0.30 -0.10
H -0.55 0.99 -0.50
H 1.11 0.80 0.29
H 0.80 0.62 0.96
H -0.68 -0.65 0.61
H 0.02 0.33 1.18
H 1.06 0.49 -0.74
H 0.37 0.43 -1.06
H -0.04 -1.10 -0.42
H 0.68 0.65 -0.64
C 0.05 -0.01 -0.08
C -0.05 0.14 -0.07
N 0.00 -0.36 0.03
C -0.27 -0.01 0.09
C 0.21 -0.25 0.04
C -0.15 0.25 -0.22
C 0.22 -0.02 -0.13
H 0.09 -0.03 -0.01
H 0.04 -0.06 -0.01
H -0.05 -0.01 0.01
H 0.14 -0.21 -0.03
H 0.02 0.08 0.06
H 0.03 0.13 -0.14
H -0.01 0.16 -0.04
H 0.02 0.13 0.01
H -0.06 0.04 0.05
H 0.00 0.00 -0.03
H -0.04 0.01 0.16
H -0.08 -0.07 0.22
H -0.04 -0.03 0.00
H -0.04 -0.02 0.06
H 0.01 0.09 0.07
C -0.05 -0.08 -0.07
C -0.04 0.11 -0.13
N -0.15 -0.17 0.28
C 0.08 0.09 0.20
C -0.01 -0.24 0.05
C -0.17 0.30 -0.15
C -0.07 -0.18 -0.20
H 0.14 -0.25 -0.24
H -0.01 -0.05 0.00
H -0.03 0.04 0.05
H -0.02 -0.27 0.02
H 0.09 0.06 -0.02
H -0.07 0.08 -0.16
H -0.01 0.14 -0.10
H 0.08 0.07 -0.04
H -0.01 0.04 -0.02
H -0.03 0.01 -0.01
H 0.13 0.05 0.08
H 0.17 -0.01 0.19
H -0.02 0.00 0.05
H 0.03 0.02 0.06
H 0.10 0.08 -0.02

## Properties
Charge: +1
Total energy in eV: -161401.234
Kohn-Sham gap in Ha: 0.1454
Relative energy (zero: lowest compared OMol25 entry of this formula, charge and spin) in eV: 0.000



- What is the relative energy (zero: lowest compared OMol25 entry of this formula, charge and spin) in the second record?
  0.000 eV



- Which of these has the highest relative energy (zero: lowest compared OMol25 entry of this formula, charge and spin)?
  C29H50AuCl3N2OSSbSe2Si3



- charge of number 2 (C29H50B2Cl3F13N6O8PS2)?
  +1



- relative energy (zero: lowest compared OMol25 entry of this formula, charge and spin) of number 1 (C29H50AuCl3N2OSSbSe2Si3)?
  0.912 eV